Record 1
# C28H31F4N2O

5 unconnected molecules or ions with the total composition C28H31F4N2O (ωB97M-V/def2-TZVPD, the OMol25 dataset).

Last column: Mulliken charge in e.
CARTESIAN COORDINATES (ANGSTROEM)
N  -1.6551  1.3854  -0.4460  -0.36
C  -0.3915  2.0310  -0.6052  0.35
C  0.2574  2.1919  0.7584  0.19
N  1.6516  2.7410  0.5429  0.23
C  1.6865  3.7279  -0.6081  -0.48
C  0.3064  4.3044  -0.8377  -0.56
O  -0.6504  3.3134  -1.1679  -0.43
H  -1.5689  0.4759  -0.0025  0.06
H  -2.0987  1.2270  -1.3441  0.29
H  0.3200  1.5111  -1.2735  0.31
H  0.3353  1.2607  1.3169  -0.73
H  -0.2977  2.9216  1.3447  0.35
H  2.2964  1.9729  0.3241  -0.12
H  1.9750  3.1666  1.4098  0.46
H  2.4078  4.5079  -0.3728  0.48
H  2.0371  3.1759  -1.4776  0.30
H  -0.0258  4.8654  0.0442  0.30
H  0.3532  5.0106  -1.6660  0.41
F  3.7360  1.0459  -0.6468  -0.40
C  5.0714  1.1676  -0.3086  0.69
C  6.0038  0.4640  -1.0303  -0.78
C  7.3350  0.6446  -0.6746  -0.34
C  7.6881  1.5021  0.3565  -0.63
C  6.7114  2.1888  1.0650  -0.63
C  5.3732  2.0121  0.7390  0.05
H  5.7045  -0.1863  -1.8396  0.44
H  8.1025  0.1119  -1.2196  0.38
H  8.7304  1.6327  0.6119  0.40
H  6.9863  2.8485  1.8764  0.39
H  4.5800  2.5125  1.2808  0.33
F  1.0043  1.7860  5.0736  -0.33
C  1.2311  0.9366  4.0607  0.53
C  2.3670  1.1170  3.2907  -0.82
C  2.5883  0.2396  2.2358  -0.30
C  1.7070  -0.8000  1.9757  -0.91
C  0.5749  -0.9492  2.7672  -0.27
C  0.3228  -0.0769  3.8172  -0.65
H  3.0514  1.9218  3.5317  0.63
H  3.4779  0.3499  1.6300  0.70
H  1.8885  -1.4763  1.1510  0.45
H  -0.1245  -1.7489  2.5570  0.49
H  -0.5532  -0.1752  4.4433  0.50
F  -2.2790  -3.3485  2.3330  -0.40
C  -2.8521  -2.3645  1.6054  0.18
C  -3.7315  -1.5036  2.2296  -0.49
C  -4.2941  -0.4834  1.4735  -0.51
C  -3.9757  -0.3411  0.1298  -0.35
C  -3.0890  -1.2270  -0.4686  -0.75
C  -2.5136  -2.2528  0.2711  -0.20
H  -3.9669  -1.6397  3.2762  0.51
H  -4.9905  0.2003  1.9409  0.41
H  -4.4249  0.4518  -0.4524  0.42
H  -2.8566  -1.1368  -1.5226  0.68
H  -1.8244  -2.9614  -0.1688  0.49
F  -3.5518  -1.9089  -3.6980  -0.35
C  -4.2705  -3.0611  -3.6577  0.54
C  -3.6294  -4.2220  -3.2799  -0.35
C  -4.3739  -5.3930  -3.2336  -0.38
C  -5.7223  -5.3827  -3.5608  -0.58
C  -6.3338  -4.1949  -3.9377  -0.27
C  -5.6078  -3.0129  -3.9894  -0.59
H  -2.5760  -4.2032  -3.0360  0.46
H  -3.8936  -6.3173  -2.9407  0.36
H  -6.2955  -6.2987  -3.5237  0.39
H  -7.3845  -4.1838  -4.1955  0.36
H  -6.0593  -2.0740  -4.2781  0.42

Calculated values
* HOMO: -10.9 eV
* total charge: +1
* frontier orbital gap: 0.3087 Ha
* electronic energy: -1669.52402 Eh

***

Record 2
# C28H31FeN7O5S2Se2

A molecular structure, C28H31FeN7O5S2Se2 (ωB97M-V/def2-TZVPD, the OMol25 dataset).

Last column: Löwdin spin population.
CARTESIAN COORDINATES (ANGSTROEM)
Fe  1.7710  0.0915  0.6505  0.00
N  0.6708  -0.2681  2.3439  0.00
C  1.0915  0.8003  3.2814  0.00
C  0.6365  0.6213  4.7154  0.00
C  -0.8601  0.8214  4.9419  0.00
C  -1.3590  2.2294  4.6025  0.00
N  -1.6531  2.4548  3.1863  0.00
C  -2.7591  2.0405  2.5747  0.00
N  -2.9588  2.3245  1.3003  0.00
N  -3.6725  1.3252  3.2484  0.00
C  2.6099  0.9912  3.1410  0.00
O  3.2791  1.3464  4.0882  0.00
O  3.0293  0.7902  1.9347  0.00
H  -0.3401  -0.2683  2.2467  0.00
H  0.9298  -1.1781  2.7197  0.00
H  0.6876  1.7208  2.8633  0.00
H  1.1954  1.3434  5.3139  0.00
H  0.9388  -0.3643  5.0814  0.00
H  -1.0704  0.6449  5.9993  0.00
H  -1.4535  0.0840  4.3892  0.00
H  -0.6158  2.9709  4.8940  0.00
H  -2.2570  2.4695  5.1775  0.00
H  -0.9912  2.9534  2.6079  0.00
H  -2.1873  2.6837  0.7092  0.00
H  -3.7363  1.8846  0.8320  0.00
H  -3.6130  1.2068  4.2428  0.00
H  -4.5227  1.0522  2.7857  0.00
O  -0.9335  3.0799  -0.1986  0.00
C  -0.1464  2.1249  -0.3179  0.00
O  0.6205  1.7021  0.5899  0.00
C  -0.1260  1.3712  -1.6293  0.01
C  -0.8032  1.9098  -2.7446  0.01
C  -0.7851  1.2112  -3.9133  0.00
C  -0.0562  0.0027  -3.9861  0.00
C  0.0488  -0.7517  -5.1795  0.00
C  0.8212  -1.8750  -5.2216  0.00
C  1.5402  -2.2824  -4.0754  0.00
C  1.4439  -1.5836  -2.9074  0.00
C  0.6201  -0.4368  -2.8238  0.00
N  0.5379  0.2410  -1.6397  0.00
H  -1.3236  2.8488  -2.6287  0.00
H  -1.3012  1.5756  -4.7935  0.00
H  -0.4827  -0.4110  -6.0596  0.00
H  0.9050  -2.4446  -6.1373  0.00
H  2.1832  -3.1515  -4.1305  0.00
H  2.0178  -1.8639  -2.0387  0.00
Se  3.6201  -3.5353  -0.2781  0.00
Se  4.0295  -1.6751  1.0354  0.00
C  4.3282  -0.3645  -0.3508  0.00
C  5.5826  -0.1780  -0.8974  0.00
C  5.7474  0.8358  -1.8300  0.00
C  4.6556  1.6164  -2.1688  0.00
C  3.4362  1.3586  -1.5679  0.00
N  3.2703  0.3833  -0.6742  0.00
C  1.7072  -3.7239  -0.0820  0.00
C  1.1914  -4.9813  -0.3912  0.00
C  -0.1765  -5.1604  -0.3537  0.00
C  -0.9850  -4.0888  0.0052  0.00
C  -0.3742  -2.8908  0.3090  0.00
N  0.9496  -2.6968  0.2626  0.00
H  6.4050  -0.8055  -0.5862  0.00
H  6.7169  1.0178  -2.2738  0.00
H  4.7390  2.4246  -2.8809  0.00
H  2.5606  1.9472  -1.8028  0.00
H  1.8561  -5.7939  -0.6538  0.00
H  -0.6077  -6.1228  -0.5956  0.00
H  -2.0616  -4.1780  0.0442  0.00
H  -0.9678  -2.0248  0.5774  0.00
C  -6.1561  0.9820  -2.6113  0.01
O  -4.7899  0.5627  -2.3781  0.00
C  -4.4603  0.1651  -1.1868  0.02
S  -5.4443  0.0338  0.1629  0.40
S  -2.9274  -0.3961  -0.8259  0.54
H  -6.1720  1.3260  -3.6388  0.00
H  -6.4174  1.7883  -1.9293  0.00
H  -6.8258  0.1359  -2.4755  0.00

Calculated values
* HOMO (alpha / beta): -10.8 / -10.8 eV
* ΔE to the lowest compared entry with this formula, charge and spin: 20.9 kcal/mol
* total charge: +1
* frontier orbital gap (alpha / beta): 0.3006 / 0.2067 Ha
* 2S+1: 2
* electronic energy: -8707.92967 Eh
* <S²>: 0.76

***

Record 3
# C28H31N3O6

A single C28H31N3O6 molecule (ωB97M-V/def2-TZVPD, the OMol25 dataset).

Last column: Mulliken charge in e.
CARTESIAN COORDINATES (ANGSTROEM)
C  0.3622  4.3590  -1.0040  -1.36
C  1.8330  4.0679  -0.7348  0.25
H  2.3273  3.7653  -1.6597  -0.10
H  2.3275  4.9733  -0.3770  0.43
C  2.0162  2.9877  0.3372  -1.16
N  1.3337  1.7508  0.0451  0.45
C  0.1505  1.4259  0.6370  0.44
O  -0.4986  2.1440  1.3682  -0.72
C  -0.1408  0.0306  0.2264  -0.25
C  -1.2351  -0.7623  0.5138  -0.92
C  -1.2576  -2.0574  -0.0001  1.00
C  -0.2062  -2.5083  -0.8000  -0.94
C  0.8914  -1.7102  -1.0799  -0.71
C  0.9176  -0.4379  -0.5466  0.63
C  1.9479  0.6478  -0.6970  -0.70
N  2.1959  0.9105  -2.0847  0.08
C  3.2715  1.6349  -2.5943  -0.31
C  3.0774  2.3505  -3.7704  -0.78
C  4.0931  3.0466  -4.4045  -1.01
C  5.3590  3.0472  -3.8454  0.21
C  5.5803  2.3335  -2.6674  -0.33
C  4.5710  1.6241  -2.0442  1.48
O  4.7746  0.8983  -0.8948  -0.36
C  6.0725  0.8403  -0.3546  -1.07
H  6.4256  1.8290  -0.0449  0.39
H  5.9949  0.1959  0.5204  0.28
H  6.7829  0.4040  -1.0628  0.37
H  6.5806  2.3532  -2.2695  0.48
O  6.4517  3.6956  -4.3496  -0.45
C  6.2953  4.4245  -5.5413  -0.87
H  5.9878  3.7787  -6.3705  0.34
H  5.5688  5.2355  -5.4248  0.34
H  7.2745  4.8479  -5.7596  0.25
H  3.8732  3.5777  -5.3158  0.39
H  2.0897  2.3598  -4.2094  0.36
H  1.3435  1.0856  -2.6017  0.27
H  2.8992  0.3769  -0.2265  0.24
H  1.7000  -2.0682  -1.6979  0.56
H  -0.2754  -3.5082  -1.2015  0.46
C  -2.3940  -3.0074  0.2231  0.55
O  -2.6532  -3.8866  -0.5765  -0.70
N  -3.0618  -2.7956  1.3858  -0.04
C  -4.1682  -3.4765  1.9013  -0.32
C  -4.7913  -4.5416  1.2665  -0.41
C  -5.8822  -5.1589  1.8432  -0.88
C  -6.3739  -4.7230  3.0699  0.37
C  -5.7589  -3.6540  3.7174  0.04
C  -4.6633  -3.0323  3.1400  0.44
O  -3.9911  -1.9723  3.6972  -0.46
C  -4.4402  -1.4549  4.9249  -0.93
H  -3.7733  -0.6250  5.1541  0.26
H  -4.3758  -2.2009  5.7234  0.34
H  -5.4669  -1.0826  4.8526  0.35
H  -6.1314  -3.3073  4.6665  0.53
O  -7.4538  -5.3979  3.5574  -0.47
C  -7.9988  -5.0064  4.7922  -0.82
H  -8.3662  -3.9749  4.7635  0.32
H  -7.2737  -5.1127  5.6064  0.32
H  -8.8365  -5.6787  4.9705  0.24
H  -6.3709  -5.9863  1.3561  0.43
H  -4.4100  -4.8777  0.3173  0.54
H  -2.7338  -2.0616  1.9986  0.27
H  -2.0463  -0.3489  1.0945  0.56
H  3.0812  2.7742  0.4716  0.21
H  1.5988  3.3522  1.2813  0.58
H  0.2602  5.1838  -1.7056  0.44
H  -0.1492  4.6174  -0.0802  0.32
H  -0.1318  3.4865  -1.4261  0.26

Calculated values
* HOMO: -7.6 eV
* SMILES string: CCCN1C(=O)c2cc(C(=O)Nc3ccc(OC)cc3OC)ccc2[C@H]1Nc1ccc(OC)cc1OC
* ΔE to the lowest compared entry with this formula, charge and spin: 18.8 kcal/mol
* frontier orbital gap: 0.3024 Ha
* electronic energy: -1701.29586 Eh

***

Record 4
# C28H31N7O7PTi

A molecular structure, C28H31N7O7PTi (ωB97M-V/def2-TZVPD, the OMol25 dataset).

Last column: Mulliken charge in e.
CARTESIAN COORDINATES (ANGSTROEM)
Ti  1.1133  0.1873  -0.0883  -0.70
O  0.3777  -3.1866  -1.2266  -0.50
C  0.6500  -3.1117  -2.6148  -0.97
C  0.4152  -1.7444  -3.2213  -0.81
N  1.2681  -0.6929  -2.6731  0.36
C  2.6672  -1.0592  -2.7165  -1.17
C  3.1586  -1.6118  -1.3764  0.47
O  4.1752  -2.2652  -1.3179  -0.72
O  2.4038  -1.3088  -0.3453  -0.36
C  0.8945  0.5906  -3.2613  -0.93
C  -0.3502  1.1105  -2.5447  0.54
O  -1.2902  1.5820  -3.1473  -0.75
O  -0.3000  0.9429  -1.2507  -0.60
H  1.0304  -2.6303  -0.7623  0.25
H  -0.0316  -3.8086  -3.1069  0.54
H  1.6657  -3.4573  -2.8323  0.40
H  -0.6246  -1.4435  -3.1055  0.55
H  0.6011  -1.8403  -4.3067  0.29
H  3.2784  -0.1882  -2.9513  0.68
H  2.8882  -1.8133  -3.4793  0.51
H  0.6846  0.5275  -4.3355  0.52
H  1.7060  1.3052  -3.1039  0.26
O  -0.9885  5.3064  4.0007  -0.75
C  -0.5032  5.4551  2.8613  0.35
O  -0.3046  6.4922  2.2025  -0.74
C  -0.0376  4.1515  2.1871  -0.66
C  0.5640  4.1669  0.9441  -1.01
C  1.0357  2.9818  0.3739  0.25
N  0.7723  1.7926  0.9966  0.80
C  0.3052  1.7760  2.2787  -0.30
C  -0.1143  2.9365  2.8822  -0.60
C  0.4608  0.4552  2.8326  0.69
C  0.0753  0.0614  4.1205  -0.34
C  0.3545  -1.2115  4.5459  -0.84
C  1.0268  -2.0839  3.6771  -0.81
C  1.3552  -1.6526  2.4202  -0.43
N  1.0720  -0.4031  1.9741  0.93
C  2.0016  2.8177  -0.6608  0.85
C  2.5009  3.8566  -1.4775  -0.94
C  3.6629  3.6718  -2.1620  -0.64
C  4.3585  2.4484  -1.9921  -0.99
C  3.7885  1.4485  -1.2690  -0.57
N  2.5563  1.5516  -0.6835  1.11
H  0.7176  5.1372  0.4887  0.51
H  -0.4916  2.9746  3.8958  0.62
H  -0.4273  0.7766  4.7569  0.46
H  0.0724  -1.5308  5.5405  0.43
H  1.2962  -3.0867  3.9782  0.46
H  1.8757  -2.2842  1.7123  0.38
H  1.9689  4.7976  -1.5066  0.44
H  4.0709  4.4605  -2.7793  0.44
H  5.3385  2.2925  -2.4216  0.47
H  4.3043  0.5094  -1.1185  0.77
C  -3.8348  -1.8710  1.9977  -1.01
N  -3.7880  -0.5706  1.3361  0.13
C  -4.4191  -0.6911  0.0249  -0.93
N  -3.8468  -1.7401  -0.8162  0.11
C  -3.8892  -3.0019  -0.0825  -0.95
N  -3.2415  -2.9656  1.2279  0.15
C  -1.7876  -2.7925  1.0925  -1.45
P  -1.3337  -1.2239  0.2275  3.47
C  -2.4082  -0.0885  1.2198  -1.54
C  -2.4752  -1.4068  -1.2141  -1.64
H  -4.8838  -2.1202  2.1767  0.29
H  -3.3247  -1.7964  2.9603  0.42
H  -4.3432  0.2643  -0.4959  0.43
H  -5.4761  -0.9233  0.1799  0.32
H  -3.4193  -3.7806  -0.6869  0.43
H  -4.9392  -3.2640  0.0718  0.31
H  -1.3650  -3.6289  0.5323  0.40
H  -1.3317  -2.7937  2.0862  0.32
H  -2.3938  0.8971  0.7486  0.41
H  -1.9852  0.0273  2.2206  0.37
H  -2.0919  -2.2028  -1.8516  0.39
H  -2.4713  -0.4762  -1.7866  0.40

Calculated values
* HOMO (alpha / beta): -3.7 / -3.6 eV
* ΔE to the lowest compared entry with this formula, charge and spin: 0.0 kcal/mol
* total charge: -1
* frontier orbital gap (alpha / beta): 0.2024 / 0.2008 Ha
* electronic energy: -3186.62380 Eh

***

Question: What is the electronic energy in the first record?
Answer: -1669.52402 Eh

***

Question: Which of these has the lowest electronic energy?
Answer: C28H31FeN7O5S2Se2